# C32H88N8O8

A 8-piece molecular cluster, C32H88N8O8 overall in a non-equilibrium geometry (ωB97M-V/def2-TZVPD, the Open Molecules 2025 dataset).

Calculated values
HOMO level   -0.30463 Ha
Orbital gap   0.31995 hartree
SMILES string   COC[C@H](C)N.COC[C@H](C)N.COC[C@H](C)N.COC[C@H](C)N.COC[C@H](C)N.COC[C@H](C)N.COC[C@H](C)N.COC[C@H](C)N
LUMO energy   0.42 eV
Charge   0
Energy relative to the best compared isomer or geometry (same formula, charge and spin)   115.0 kJ/mol

Last columns: bonded neighbours and bond lengths (Å).
Geometry (Å):
1 C -10.30 19.65 -21.78  O2 1.404, H7 1.102, H8 1.093, H9 1.093
2 O -11.15 18.68 -22.32  C1 1.404, C3 1.415
3 C -10.88 18.41 -23.69  O2 1.415, C4 1.539, H10 1.103, H11 1.103
4 C -11.89 17.47 -24.37  C3 1.539, C5 1.501, N6 1.464, H12 1.095
5 C -11.66 17.34 -25.85  C4 1.501, H13 1.100, H14 1.094, H15 1.087
6 N -13.25 17.98 -24.17  C4 1.464, H16 1.018, H17 1.032
7 H -10.32 20.59 -22.35  C1 1.102
8 H -9.27 19.29 -21.72  C1 1.093
9 H -10.69 20.02 -20.82  C1 1.093
10 H -10.84 19.37 -24.23  C3 1.103
11 H -9.83 18.08 -23.79  C3 1.103
12 H -11.80 16.48 -23.92  C4 1.095
13 H -10.60 17.15 -26.08  C5 1.100
14 H -11.78 18.26 -26.44  C5 1.094
15 H -12.26 16.52 -26.24  C5 1.087
16 H -13.41 18.20 -23.19  N6 1.018
17 H -13.21 18.91 -24.62  N6 1.032
18 C -12.66 20.99 -17.86  O19 1.418, H24 1.086, H25 1.095, H26 1.096
19 O -13.20 20.68 -19.14  C18 1.418, C20 1.405
20 C -13.28 19.29 -19.35  O19 1.405, C21 1.521, H27 1.099, H28 1.100
21 C -14.22 19.02 -20.51  C20 1.521, C22 1.529, N23 1.488, H29 1.094
22 C -14.30 17.55 -20.92  C21 1.529, H30 1.100, H31 1.093, H32 1.086
23 N -13.77 19.76 -21.72  C21 1.488, H33 1.022, H34 1.022
24 H -12.48 22.05 -17.72  C18 1.086
25 H -11.75 20.40 -17.73  C18 1.095
26 H -13.37 20.66 -17.09  C18 1.096
27 H -12.29 18.85 -19.52  C20 1.099
28 H -13.64 18.76 -18.45  C20 1.100
29 H -15.24 19.39 -20.45  C21 1.094
30 H -14.58 17.04 -19.99  C22 1.100
31 H -13.34 17.12 -21.21  C22 1.093
32 H -15.04 17.27 -21.68  C22 1.086
33 H -12.75 19.79 -21.77  N23 1.022
34 H -13.96 20.74 -21.50  N23 1.022
35 C -11.92 14.77 -19.85  O36 1.412, H41 1.096, H42 1.096, H43 1.085
36 O -12.29 14.64 -21.21  C35 1.412, C37 1.398
37 C -11.98 13.43 -21.84  O36 1.398, C38 1.518, H44 1.100, H45 1.101
38 C -12.54 13.46 -23.25  C37 1.518, C39 1.524, N40 1.474, H46 1.093
39 C -14.04 13.72 -23.30  C38 1.524, H47 1.095, H48 1.094, H49 1.089
40 N -12.18 12.25 -24.00  C38 1.474, H50 1.012, H51 1.016
41 H -10.92 14.37 -19.65  C35 1.096
42 H -12.61 14.09 -19.33  C35 1.096
43 H -11.97 15.81 -19.56  C35 1.085
44 H -10.88 13.36 -21.91  C37 1.100
45 H -12.34 12.56 -21.28  C37 1.101
46 H -12.04 14.25 -23.81  C38 1.093
47 H -14.25 14.65 -22.76  C39 1.095
48 H -14.64 12.97 -22.77  C39 1.094
49 H -14.40 13.79 -24.32  C39 1.089
50 H -12.67 12.25 -24.88  N40 1.012
51 H -12.48 11.40 -23.52  N40 1.016
52 C -13.31 17.90 -11.16  O53 1.401, H58 1.095, H59 1.091, H60 1.097
53 O -12.89 18.76 -12.19  C52 1.401, C54 1.408
54 C -11.50 19.00 -12.20  O53 1.408, C55 1.521, H61 1.100, H62 1.105
55 C -11.06 20.09 -13.16  C54 1.521, C56 1.504, N57 1.481, H63 1.098
56 C -11.29 19.86 -14.63  C55 1.504, H64 1.092, H65 1.093, H66 1.095
57 N -9.64 20.44 -12.95  C55 1.481, H67 1.023, H68 1.020
58 H -12.77 16.95 -11.19  C52 1.095
59 H -14.37 17.63 -11.18  C52 1.091
60 H -13.19 18.35 -10.17  C52 1.097
61 H -11.19 19.20 -11.16  C54 1.100
62 H -10.97 18.07 -12.44  C54 1.105
63 H -11.66 20.95 -12.86  C55 1.098
64 H -12.35 19.93 -14.88  C56 1.092
65 H -10.83 18.98 -15.10  C56 1.093
66 H -10.84 20.69 -15.18  C56 1.095
67 H -9.14 19.65 -13.36  N57 1.023
68 H -9.45 20.34 -11.95  N57 1.020
69 C -17.12 20.87 -23.54  O70 1.410, H75 1.093, H76 1.093, H77 1.099
70 O -17.15 20.12 -24.73  C69 1.410, C71 1.411
71 C -17.00 18.74 -24.52  O70 1.411, C72 1.524, H78 1.098, H79 1.106
72 C -16.68 18.05 -25.84  C71 1.524, C73 1.504, N74 1.471, H80 1.093
73 C -16.64 16.55 -25.74  C72 1.504, H81 1.093, H82 1.092, H83 1.096
74 N -15.34 18.48 -26.28  C72 1.471, H84 1.012, H85 1.030
75 H -17.37 21.88 -23.86  C69 1.093
76 H -16.21 20.89 -22.93  C69 1.093
77 H -17.94 20.54 -22.88  C69 1.099
78 H -16.23 18.52 -23.76  C71 1.098
79 H -17.93 18.32 -24.09  C71 1.106
80 H -17.38 18.40 -26.60  C72 1.093
81 H -15.82 16.21 -25.10  C73 1.093
82 H -16.53 16.07 -26.72  C73 1.092
83 H -17.54 16.06 -25.35  C73 1.096
84 H -15.23 19.48 -26.32  N74 1.012
85 H -14.67 18.16 -25.56  N74 1.030
86 C -16.15 20.06 -17.14  O87 1.410, H92 1.095, H93 1.097, H94 1.088
87 O -16.05 20.74 -15.91  C86 1.410, C88 1.420
88 C -16.25 19.82 -14.85  O87 1.420, C89 1.534, H95 1.095, H96 1.098
89 C -16.19 20.56 -13.50  C88 1.534, C90 1.525, N91 1.457, H97 1.090
90 C -14.89 21.34 -13.36  C89 1.525, H98 1.092, H99 1.089, H100 1.096
91 N -16.25 19.56 -12.44  C89 1.457, H101 1.019, H102 1.018
92 H -17.17 19.74 -17.34  C86 1.095
93 H -15.57 19.13 -17.17  C86 1.097
94 H -15.76 20.68 -17.95  C86 1.088
95 H -17.22 19.34 -15.00  C88 1.095
96 H -15.49 19.04 -14.87  C88 1.098
97 H -17.02 21.26 -13.46  C89 1.090
98 H -14.66 21.98 -14.21  C90 1.092
99 H -14.08 20.66 -13.07  C90 1.089
100 H -14.98 22.07 -12.55  C90 1.096
101 H -16.34 20.02 -11.54  N91 1.019
102 H -15.33 19.15 -12.30  N91 1.018
103 C -8.88 17.10 -18.93  O104 1.400, H109 1.090, H110 1.097, H111 1.098
104 O -8.14 16.91 -20.11  C103 1.400, C105 1.420
105 C -8.75 16.04 -21.05  O104 1.420, C106 1.524, H112 1.093, H113 1.101
106 C -7.95 16.02 -22.34  C105 1.524, C107 1.514, N108 1.494, H114 1.096
107 C -8.60 15.27 -23.48  C106 1.514, H115 1.087, H116 1.094, H117 1.090
108 N -6.73 15.25 -21.94  C106 1.494, H118 1.013, H119 1.015
109 H -8.30 17.77 -18.31  C103 1.090
110 H -9.02 16.15 -18.39  C103 1.097
111 H -9.86 17.55 -19.13  C103 1.098
112 H -8.88 15.04 -20.62  C105 1.093
113 H -9.75 16.46 -21.24  C105 1.101
114 H -7.65 17.02 -22.68  C106 1.096
115 H -7.91 15.25 -24.32  C107 1.087
116 H -9.51 15.82 -23.76  C107 1.094
117 H -8.96 14.31 -23.11  C107 1.090
118 H -6.32 15.65 -21.11  N108 1.013
119 H -6.07 15.32 -22.71  N108 1.015
120 C -13.56 23.87 -22.03  O121 1.411, H126 1.090, H127 1.095, H128 1.097
121 O -12.92 23.06 -23.00  C120 1.411, C122 1.414
122 C -13.32 23.38 -24.31  O121 1.414, C123 1.537, H129 1.099, H130 1.097
123 C -12.76 22.30 -25.26  C122 1.537, C124 1.528, N125 1.464, H131 1.094
124 C -13.29 22.51 -26.68  C123 1.528, H132 1.092, H133 1.092, H134 1.096
125 N -13.22 20.96 -24.88  C123 1.464, H135 1.022, H136 1.021
126 H -13.28 23.43 -21.07  C120 1.090
127 H -14.65 23.93 -22.12  C120 1.095
128 H -13.19 24.90 -22.05  C120 1.097
129 H -14.41 23.37 -24.39  C122 1.099
130 H -12.95 24.38 -24.60  C122 1.097
131 H -11.67 22.29 -25.31  C123 1.094
132 H -14.37 22.36 -26.73  C124 1.092
133 H -12.80 21.83 -27.37  C124 1.092
134 H -13.08 23.48 -27.14  C124 1.096
135 H -13.16 20.97 -23.86  N125 1.022
136 H -14.22 20.93 -25.05  N125 1.021

Here are the Löwdin charges for atoms 1 to 99, given in e: -0.10, -0.22, -0.19, -0.42, -0.06, 0.05, 0.09, 0.09, 0.08, 0.12, 0.11, 0.11, 0.08, 0.08, 0.08, 0.02, 0.03, -0.09, -0.20, -0.22, -0.38, -0.06, 0.04, 0.10, 0.08, 0.07, 0.12, 0.12, 0.14, 0.08, 0.06, 0.07, 0.05, 0.06, -0.10, -0.21, -0.22, -0.43, -0.06, 0.03, 0.08, 0.09, 0.07, 0.12, 0.13, 0.12, 0.07, 0.08, 0.07, 0.06, 0.07, -0.12, -0.20, -0.22, -0.44, -0.07, 0.04, 0.09, 0.08, 0.09, 0.12, 0.13, 0.14, 0.06, 0.08, 0.08, 0.07, 0.07, -0.12, -0.19, -0.22, -0.42, -0.07, 0.04, 0.09, 0.07, 0.09, 0.11, 0.13, 0.14, 0.07, 0.08, 0.08, 0.04, 0.02, -0.13, -0.19, -0.21, -0.42, -0.06, 0.04, 0.09, 0.08, 0.08, 0.12, 0.13, 0.14, 0.08, 0.05